[1]
The following is a quantum chemistry calculation of an isolated molecule of C5H7N, from OMol25.

Structure (XYZ):
```
13
Properties=species:S:1:pos:R:3:lowdin_charge:R:1
C -0.832 0.799 0.701 -0.095
C -0.881 -0.514 0.954 -0.050
C 0.203 -1.234 0.197 -0.216
N 0.238 -1.003 -1.298 0.033
C 1.032 -0.171 -0.436 -0.290
C 0.390 1.170 -0.111 -0.148
H -1.574 1.540 0.996 0.099
H -1.631 -0.988 1.584 0.099
H 0.393 -2.281 0.081 0.120
H -0.654 -0.594 -1.538 0.090
H 2.112 -0.235 -0.532 0.132
H 1.064 1.823 0.449 0.110
H 0.140 1.688 -1.048 0.117
```

Properties
Charge = 0
SMILES string = C1=C[C@H]2N[C@H]2C1
E_HOMO = -8.96 eV
Energy relative to the best compared isomer or geometry (same formula, charge and spin) = 49.7 kcal per mole
Multiplicity = 1
Kohn-Sham gap = 0.372 Eh

***

[2]
The following is a quantum chemistry calculation of an isolated molecule of C5H7N, from OMol25.

Structure (XYZ):
```
13
Properties=species:S:1:pos:R:3:lowdin_charge:R:1
C -2.513 -0.172 0.432 -0.014
C -1.267 0.245 -0.017 -0.278
C -0.251 0.375 -0.806 0.050
C 1.139 0.022 -0.907 -0.334
C 1.981 0.225 0.320 -0.148
N 1.761 -1.110 -0.174 0.025
H -1.909 1.223 0.028 0.163
H -2.996 0.342 1.257 0.050
H -3.083 -0.951 -0.071 0.063
H 1.630 0.211 -1.858 0.119
H 1.471 0.550 1.225 0.109
H 2.986 0.620 0.187 0.102
H 1.051 -1.579 0.384 0.093
```

Properties
Charge = 0
E_HOMO = -7.62 eV
Energy relative to the best compared isomer or geometry (same formula, charge and spin) = 146.9 kcal per mole
Multiplicity = 1
Kohn-Sham gap = 0.285 Eh

***

[3]
The following is a quantum chemistry calculation of a 2-piece molecular cluster, C5H7N overall, from OMol25.

Structure (XYZ):
```
13
Properties=species:S:1:pos:R:3:lowdin_charge:R:1
C 0.561 -1.720 -0.349 0.045
C 1.654 -1.282 0.275 -0.164
C 1.694 -0.008 0.942 -0.243
N 1.741 1.017 1.481 0.151
H 0.561 -2.685 -0.846 0.068
H -0.347 -1.125 -0.386 0.041
H 2.570 -1.864 0.309 0.100
C -1.761 1.028 0.265 -0.094
C -1.053 1.525 -0.744 -0.088
H -2.778 0.667 0.131 0.048
H -1.344 0.969 1.269 0.047
H -0.038 1.886 -0.594 0.040
H -1.458 1.592 -1.752 0.049
```

Properties
Charge = 0
SMILES string = C=CC#N.C=C
E_HOMO = -10.22 eV
Energy relative to the best compared isomer or geometry (same formula, charge and spin) = 45.4 kcal per mole
Multiplicity = 1
Kohn-Sham gap = 0.391 Eh

***

[4]
The following is a quantum chemistry calculation of C5H7N as an isolated structure, from OMol25.

Structure (XYZ):
```
13
Properties=species:S:1:pos:R:3:lowdin_charge:R:1
C -2.011 0.657 -0.619 0.006
C 0.547 -1.129 0.972 -0.143
C 0.244 -0.381 -0.305 -0.279
C 1.683 0.124 -0.028 -0.174
N 1.667 -0.587 1.281 0.075
C -0.820 0.635 -0.037 -0.172
H -2.243 -0.013 -1.444 0.058
H -2.787 1.330 -0.269 0.053
H -0.007 -1.870 1.551 0.112
H 0.056 -0.949 -1.224 0.137
H 1.829 1.208 0.018 0.108
H 2.439 -0.326 -0.676 0.107
H -0.590 1.339 0.766 0.113
```

Properties
Charge = 0
E_HOMO = -9.73 eV
Energy relative to the best compared isomer or geometry (same formula, charge and spin) = 51.6 kcal per mole
Multiplicity = 1
Kohn-Sham gap = 0.399 Eh

***

[5]
The following is a quantum chemistry calculation of C5H7N as an isolated structure, from OMol25.

Structure (XYZ):
```
13
Properties=species:S:1:pos:R:3:lowdin_charge:R:1
C 1.117 0.958 -0.228 0.108
C 0.315 -0.083 -0.319 -0.397
C -0.516 1.985 0.076 -0.216
C -1.034 0.541 -0.041 -0.142
C 0.705 -1.520 -0.324 -0.078
N -0.618 3.190 0.246 0.141
H 2.098 1.291 -0.209 0.043
H -1.638 0.316 -0.969 0.121
H -1.669 0.417 0.894 0.130
H 1.088 -1.850 -1.384 0.108
H -0.278 -2.013 -0.105 0.078
H 1.525 -1.881 0.345 0.084
H -1.530 3.493 0.194 0.021
```

Properties
Charge = 0
E_HOMO = -8.29 eV
Energy relative to the best compared isomer or geometry (same formula, charge and spin) = 98.5 kcal per mole
Multiplicity = 1
Kohn-Sham gap = 0.339 Eh

***

[6]
The following is a quantum chemistry calculation of an isolated molecule of C5H7N, from OMol25.

Structure (XYZ):
```
13
Properties=species:S:1:pos:R:3:lowdin_charge:R:1
C -0.167 1.504 -0.332 -0.039
C -0.286 0.181 0.305 -0.331
C -0.573 -1.117 -0.261 -0.313
N -0.166 -1.462 -1.477 0.017
C 0.943 -0.546 0.692 -0.135
C 0.410 -0.352 1.883 0.194
H 0.825 1.877 -0.057 0.086
H -0.950 2.225 -0.101 0.078
H -0.160 1.421 -1.421 0.085
H -0.870 -1.891 0.439 0.105
H -0.846 -1.529 -2.222 0.024
H 1.751 -0.725 -0.011 0.135
H 0.089 0.416 2.563 0.093
```

Properties
Charge = 0
E_HOMO = -7.53 eV
Energy relative to the best compared isomer or geometry (same formula, charge and spin) = 169.3 kcal per mole
Multiplicity = 1
Kohn-Sham gap = 0.258 Eh

***

[7]
The following is a quantum chemistry calculation of an isolated molecule of C5H7N, from OMol25.

Structure (XYZ):
```
13
Properties=species:S:1:pos:R:3:lowdin_charge:R:1
C -1.846 0.181 -0.055 -0.040
N -0.422 -0.027 -0.141 -0.184
C 0.257 -1.071 0.435 -0.113
C 1.598 -0.786 0.391 -0.109
C 1.739 0.476 -0.246 -0.110
C 0.481 0.916 -0.567 -0.113
H -2.205 -0.158 0.921 0.089
H -2.417 -0.322 -0.841 0.087
H -2.043 1.254 -0.100 0.087
H -0.266 -1.921 0.861 0.115
H 2.393 -1.393 0.796 0.089
H 2.658 1.011 -0.422 0.088
H 0.159 1.838 -1.037 0.114
```

Properties
Charge = 0
SMILES string = Cn1cccc1
E_HOMO = -8.24 eV
Energy relative to the best compared isomer or geometry (same formula, charge and spin) = 8.6 kcal per mole
Multiplicity = 1
Kohn-Sham gap = 0.341 Eh

***

[8]
The following is a quantum chemistry calculation of an isolated molecule of C5H7N, from OMol25.

Structure (XYZ):
```
13
Properties=species:S:1:pos:R:3:lowdin_charge:R:1
C 1.383 -0.197 0.781 -0.028
C 0.183 -0.139 -0.130 -0.496
C -0.891 1.039 -0.035 -0.038
C 0.016 0.970 -1.185 -0.150
C -0.648 -1.221 -0.138 -0.064
N -1.573 -1.901 0.273 0.173
H 1.779 0.814 0.888 0.088
H 1.107 -0.573 1.771 0.090
H 2.142 -0.849 0.344 0.086
H -2.095 -1.257 0.856 0.085
H -1.899 0.745 -0.362 0.053
H 0.922 1.578 -1.163 0.101
H -0.336 0.720 -2.186 0.102
```

Properties
Charge = 0
E_HOMO (spin up / spin down) = -7.74 / -7.74 eV
Energy relative to the best compared isomer or geometry (same formula, charge and spin) = 117.7 kcal per mole
Multiplicity = 1
Kohn-Sham gap (spin up / spin down) = 0.286 / 0.286 Eh

***

[9]
The following is a quantum chemistry calculation of an isolated molecule of C5H7N, from OMol25.

Structure (XYZ):
```
13
Properties=species:S:1:pos:R:3:lowdin_charge:R:1
C 2.823 -0.838 -0.714 0.109
C 1.814 -0.312 -0.318 -0.081
C 0.541 0.346 -0.103 -0.320
C -0.112 0.786 1.167 -0.102
N -0.550 -0.405 0.482 -0.132
C -1.790 -0.385 -0.268 -0.100
H 3.700 -1.308 -1.100 0.023
H 0.280 0.982 -0.952 0.138
H -0.714 1.694 1.073 0.108
H 0.348 0.639 2.141 0.108
H -1.713 -1.137 -1.059 0.085
H -2.003 0.592 -0.734 0.082
H -2.625 -0.655 0.386 0.081
```

Properties
Charge = 0
SMILES string = C#C[C@@H]1CN1C
E_HOMO = -9.43 eV
Energy relative to the best compared isomer or geometry (same formula, charge and spin) = 75.8 kcal per mole
Multiplicity = 1
Kohn-Sham gap = 0.387 Eh

***

[10]
The following is a quantum chemistry calculation of an isolated molecule of C5H7N, from OMol25.

Structure (XYZ):
```
13
Properties=species:S:1:pos:R:3:lowdin_charge:R:1
C 1.959 -0.291 0.048 -0.066
C 0.465 -0.040 0.055 -0.244
C -0.312 0.890 -0.515 -0.078
C -1.736 0.628 -0.279 -0.235
N -1.757 -0.606 0.513 -0.015
C -0.559 -1.041 0.697 -0.100
H 2.386 0.155 1.024 0.102
H 2.689 0.186 -0.655 0.090
H 2.026 -1.310 0.193 0.031
H 0.090 1.755 -1.138 0.135
H -2.253 1.528 0.087 0.127
H -2.217 0.288 -1.148 0.103
H -0.781 -2.142 1.118 0.151
```

Properties
Charge = 0
SMILES string = CC1=CCN=C1
E_HOMO = -9.32 eV
Energy relative to the best compared isomer or geometry (same formula, charge and spin) = 49.9 kcal per mole
Multiplicity = 1
Kohn-Sham gap = 0.380 Eh

***

[11]
The following is a quantum chemistry calculation of an isolated molecule of C5H7N, from OMol25.

Structure (XYZ):
```
13
Properties=species:S:1:pos:R:3:lowdin_charge:R:1
C -0.183 1.131 1.296 -0.031
C 0.182 0.009 0.280 -0.306
C 0.405 -1.314 0.766 -0.291
N 0.338 -2.452 1.005 0.121
C -0.367 -0.873 -1.159 -0.020
C 0.416 0.353 -1.162 -0.152
H -0.952 1.826 0.945 0.072
H -0.490 0.752 2.278 0.075
H 0.708 1.762 1.496 0.087
H -1.428 -0.978 -1.303 0.104
H 0.186 -1.790 -1.408 0.108
H -0.226 1.183 -1.443 0.119
H 1.411 0.391 -1.590 0.113
```

Properties
Charge = 0
SMILES string = CC1(C#N)CC1
E_HOMO = -8.55 eV
Energy relative to the best compared isomer or geometry (same formula, charge and spin) = 78.1 kcal per mole
Multiplicity = 1
Kohn-Sham gap = 0.343 Eh

***

[12]
The following is a quantum chemistry calculation of an isolated molecule of C5H7N, from OMol25.

Structure (XYZ):
```
13
Properties=species:S:1:pos:R:3:lowdin_charge:R:1
C -1.032 0.925 0.215 -0.076
C -0.905 -0.529 -0.153 -0.157
C -0.128 0.510 -0.886 -0.182
N 1.183 -0.023 -0.319 -0.042
C 1.355 -0.386 1.178 -0.061
C 0.450 -1.153 0.333 -0.235
H -0.615 1.315 1.141 0.094
H -1.953 1.402 -0.103 0.108
H -1.745 -1.115 -0.505 0.125
H -0.186 0.832 -1.922 0.140
H 0.863 0.386 1.772 0.016
H 2.078 0.022 -0.777 0.143
H 0.634 -2.184 0.026 0.124
```

Properties
Charge = 0
E_HOMO = -7.42 eV
Energy relative to the best compared isomer or geometry (same formula, charge and spin) = 131.3 kcal per mole
Multiplicity = 1
Kohn-Sham gap = 0.308 Eh

***

[13]
The following is a quantum chemistry calculation of an isolated molecule of C5H7N, from OMol25.

Structure (XYZ):
```
13
Properties=species:S:1:pos:R:3:lowdin_charge:R:1
C -1.766 -0.390 0.277 -0.055
N -0.446 0.150 0.352 -0.188
C 0.041 1.542 -0.283 -0.024
C 0.480 0.180 -0.764 -0.395
C 1.833 -0.292 -0.541 -0.093
C 2.959 -0.690 -0.371 0.117
H -1.758 -1.466 0.480 0.094
H -2.134 -0.210 -0.737 0.096
H -2.426 0.113 0.988 0.097
H -0.842 1.827 -0.881 0.019
H 0.007 0.302 1.277 0.169
H -0.005 -0.315 -1.611 0.139
H 3.959 -1.027 -0.208 0.024
```

Properties
Charge = 0
E_HOMO = -7.80 eV
Energy relative to the best compared isomer or geometry (same formula, charge and spin) = 128.6 kcal per mole
Multiplicity = 1
Kohn-Sham gap = 0.318 Eh

***

[14]
The following is a quantum chemistry calculation of a 2-piece molecular cluster, C5H7N overall, from OMol25.

Structure (XYZ):
```
13
Properties=species:S:1:pos:R:3:lowdin_charge:R:1
C 2.128 0.353 -0.179 -0.112
C 0.696 0.787 0.275 -0.110
C 0.096 -0.350 0.095 -0.303
N -0.165 -1.461 -0.345 0.127
H 2.554 -0.429 0.478 0.075
H 2.144 -0.091 -1.187 0.080
H 2.775 1.216 -0.161 0.057
H 0.445 1.572 0.986 0.097
H 0.332 -2.233 0.074 0.083
C -2.796 0.767 0.057 0.001
C -2.679 -0.424 -0.049 -0.031
H -3.044 1.801 0.124 0.020
H -2.489 -1.467 -0.164 0.017
```

Properties
Charge = 0
SMILES string = CC=C=N.C#C
E_HOMO = -8.62 eV
Energy relative to the best compared isomer or geometry (same formula, charge and spin) = 107.5 kcal per mole
Multiplicity = 1
Kohn-Sham gap = 0.356 Eh

***

[15]
The following is a quantum chemistry calculation of an isolated molecule of C5H7N, from OMol25.

Structure (XYZ):
```
13
Properties=species:S:1:pos:R:3:lowdin_charge:R:1
C 2.542 -0.672 0.729 0.122
C 1.549 -0.015 0.551 -0.108
C 0.367 0.824 0.359 -0.172
N -0.760 0.082 -0.251 -0.309
C -0.707 -0.041 -1.574 -0.026
C -1.670 -0.382 0.602 -0.022
H 3.415 -1.268 0.878 0.029
H 0.021 1.232 1.312 0.123
H 0.599 1.666 -0.299 0.128
H -1.460 -0.637 -2.070 0.062
H 0.114 0.413 -2.106 0.058
H -1.516 -0.241 1.660 0.054
H -2.495 -0.961 0.211 0.062
```

Properties
Charge = 0
E_HOMO = -6.76 eV
Energy relative to the best compared isomer or geometry (same formula, charge and spin) = 102.1 kcal per mole
Multiplicity = 1
Kohn-Sham gap = 0.284 Eh

***

[16]
The following is a quantum chemistry calculation of an isolated molecule of C5H7N, from OMol25.

Structure (XYZ):
```
13
Properties=species:S:1:pos:R:3:lowdin_charge:R:1
C 0.505 -1.281 -0.102 -0.123
C 1.403 -0.221 -0.704 -0.062
C 0.833 0.788 -0.053 -0.062
C -1.805 1.485 -0.042 -0.003
N -1.525 0.211 0.085 -0.097
C -0.204 -0.109 0.615 -0.322
H 0.995 -1.960 0.597 0.104
H -0.124 -1.860 -0.792 0.107
H 2.240 -0.272 -1.387 0.096
H 1.006 1.863 -0.023 0.107
H -1.158 1.971 0.727 -0.003
H -1.908 -0.444 -0.593 0.114
H -0.227 -0.128 1.710 0.144
```

Properties
Charge = 0
E_HOMO = -8.18 eV
Energy relative to the best compared isomer or geometry (same formula, charge and spin) = 99.2 kcal per mole
Multiplicity = 1
Kohn-Sham gap = 0.339 Eh

***

[17]
The following is a quantum chemistry calculation of a 2-piece molecular cluster, C5H7N overall, from OMol25.

Structure (XYZ):
```
13
Properties=species:S:1:pos:R:3:lowdin_charge:R:1
C -1.385 0.057 0.016 -0.375
C -0.818 -1.297 -0.033 -0.059
C 1.254 0.383 -0.647 -0.117
C 1.283 0.492 0.836 -0.038
C 0.068 -0.112 0.060 -0.357
N -2.434 0.699 0.049 0.137
H -0.764 -2.134 0.740 0.093
H -0.975 -2.154 -1.353 0.218
H 1.162 1.415 -1.127 0.123
H 1.938 -0.280 -1.296 0.137
H 1.833 -0.216 1.311 0.062
H 1.234 1.369 1.391 0.083
H -2.395 1.776 0.053 0.093
```

Properties
Charge = 0
E_HOMO = -9.02 eV
Energy relative to the best compared isomer or geometry (same formula, charge and spin) = 126.6 kcal per mole
Multiplicity = 1
Kohn-Sham gap = 0.353 Eh

***

[18]
The following is a quantum chemistry calculation of an isolated molecule of C5H7N, from OMol25.

Structure (XYZ):
```
13
Properties=species:S:1:pos:R:3:lowdin_charge:R:1
C 2.227 -1.004 0.061 0.118
C 1.182 -0.491 -0.255 -0.105
C -0.111 0.127 -0.635 -0.436
C -1.344 -0.783 -0.710 -0.066
N -0.602 1.165 0.230 -0.021
C 0.003 1.480 1.284 -0.037
H 3.142 -1.486 0.335 0.028
H 0.044 0.630 -1.603 0.147
H -1.184 -1.591 -1.409 0.069
H -2.192 -0.173 -1.045 0.080
H -1.624 -1.184 0.274 0.086
H -0.438 2.320 1.796 0.065
H 0.898 0.991 1.677 0.072
```

Properties
Charge = 0
SMILES string = C#C[C@@H](C)N=C
E_HOMO = -9.88 eV
Energy relative to the best compared isomer or geometry (same formula, charge and spin) = 63.5 kcal per mole
Multiplicity = 1
Kohn-Sham gap = 0.404 Eh

***

[19]
The following is a quantum chemistry calculation of a 2-piece molecular cluster, C5H7N overall, from OMol25.

Structure (XYZ):
```
13
Properties=species:S:1:pos:R:3:mulliken_spin:R:1
C 3.166 0.882 0.503 -0.007
C 2.266 0.097 0.651 0.001
C -1.334 0.544 0.042 0.726
C -1.828 1.767 -0.033 0.498
C -0.834 -1.866 -0.456 -0.008
N -0.670 -0.437 -0.237 0.618
H 4.160 1.473 0.525 0.000
H 1.461 -0.496 0.682 0.007
H -2.235 2.365 -0.886 0.047
H -1.851 2.272 0.892 0.067
H 0.049 -2.031 -1.234 0.025
H -0.564 -2.470 0.417 0.012
H -1.787 -2.100 -0.866 0.014
```

Properties
⟨S²⟩ = 2.020
Charge = 0
E_HOMO (spin up / spin down) = -4.86 / -10.35 eV
Energy relative to the best compared isomer or geometry (same formula, charge and spin) = 78.7 kcal per mole
Multiplicity = 3
Kohn-Sham gap (spin up / spin down) = 0.213 / 0.317 Eh